One molecule with the formula C5H8N2. Source: the Open Molecules 2025 dataset; level of theory: wB97M-V/def2-TZVPD.

```
15
Properties=species:S:1:pos:R:3
N -0.2824 0.7765 0.4803
C -0.1943 -0.5847 -1.3235
H -0.7043 -1.3484 -1.9018
C 1.0469 0.8161 -0.1685
H -2.5019 -1.3992 -0.2430
H -2.3944 -0.3453 1.2075
C 1.0570 -0.0398 -1.3984
H -2.9493 0.3261 -0.3518
H 1.8705 0.6329 1.8527
H 3.0507 0.4025 0.5293
H 1.8794 -0.8708 0.8933
C -2.2842 -0.3962 0.1252
C 2.0277 0.2130 0.8562
N -0.9079 -0.0565 -0.2197
H 1.2866 1.8739 -0.3377
```

Computed properties:
Energy above the lowest of the compared OMol25 structures with the same formula, charge and spin = 92.76 kcal/mol
Gap between HOMO and LUMO = 7.872 eV
Net charge = 0
HOMO = -0.29145 hartree

Results of the Löwdin charge analysis, in e, for atoms 1 through 8: 0.14, -0.15, 0.08, -0.43, 0.09, 0.09, -0.03, 0.10